{
  "formula": "C40H110F3MnN8O14",
  "method": "wB97M-V/def2-TZVPD",
  "e_homo_ev": [-10.4, -10.4],
  "total_charge": 1,
  "total_energy_ha": -4531.5852,
  "multiplicity": 6,
  "orbital_gap_ev": [5.715, 5.699],
  "max_force_ha_per_bohr": 0.07111,
  "s_squared": 8.7541,
  "relative_energy_kj_mol": 369.4,
  "mol_weight_g_mol": 1039.29,
  "elements": ["Mn", "C", "O", "O", "C", "F", "F", "F", "C", "C", "H", "H", "H", "H", "H", "H", "C", "O", "H", "H", "H", "H", "C", "O", "H", "H", "H", "H", "C", "O", "H", "H", "H", "H", "C", "O", "H", "H", "H", "H", "C", "C", "C", "O", "C", "N", "H", "H", "H", "H", "H", "H", "H", "H", "H", "H", "H", "C", "C", "C", "O", "C", "N", "H", "H", "H", "H", "H", "H", "H", "H", "H", "H", "H", "C", "C", "C", "O", "C", "N", "H", "H", "H", "H", "H", "H", "H", "H", "H", "H", "H", "C", "C", "C", "O", "C", "N", "H", "H", "H", "H", "H", "H", "H", "H", "H", "H", "H", "C", "C", "C", "O", "C", "N", "H", "H", "H", "H", "H", "H", "H", "H", "H", "H", "H", "C", "C", "C", "O", "C", "N", "H", "H", "H", "H", "H", "H", "H", "H", "H", "H", "H", "C", "C", "C", "O", "C", "N", "H", "H", "H", "H", "H", "H", "H", "H", "H", "H", "H", "C", "C", "C", "O", "C", "N", "H", "H", "H", "H", "H", "H", "H", "H", "H", "H", "H"],
  "positions_angstrom": [[-4.4007, 1.9970, 0.3196], [-1.6802, 0.4653, -0.9082], [-1.0682, 0.5723, 0.3748], [-2.9027, 1.0673, -0.8125], [-0.7609, 0.9844, -2.0080], [-1.4084, 1.1523, -3.1856], [-0.1812, 2.1823, -1.7630], [0.2071, 0.0903, -2.2626], [0.2031, -0.0841, 0.5417], [0.5244, 0.0150, 2.0244], [-0.2985, -0.2949, 2.6731], [1.3442, -0.6710, 2.2558], [0.8217, 1.0142, 2.3466], [0.9605, 0.3535, -0.1087], [0.0796, -1.1535, 0.3379], [-1.8056, -0.6159, -1.0604], [-1.4537, -2.8582, 5.0432], [-2.4454, -1.8636, 5.2013], [-0.9755, -3.1089, 5.9931], [-1.8611, -3.7654, 4.5862], [-0.7119, -2.4605, 4.3508], [-3.1330, -2.2203, 5.7742], [1.6284, 3.6815, -0.1443], [2.3298, 4.8884, -0.3916], [1.8815, 3.0121, -0.9646], [2.0298, 3.1374, 0.7206], [0.5506, 3.7940, -0.0089], [2.2194, 5.4474, 0.3845], [3.6283, 0.4961, 4.1585], [4.2649, 1.6944, 3.7361], [2.5537, 0.5578, 4.0153], [4.0103, -0.3696, 3.6060], [3.9029, 0.3211, 5.2009], [5.2223, 1.6491, 3.7632], [-3.9555, 1.1996, 4.9992], [-3.6039, 0.3857, 3.8763], [-4.2799, 0.5869, 5.8432], [-3.1345, 1.8499, 5.3013], [-4.8709, 1.7366, 4.7446], [-3.2160, -0.4383, 4.2139], [1.0558, -8.8205, 0.0002], [1.1739, -7.3081, -0.0246], [1.4111, -6.6014, 1.3114], [1.6356, -5.2160, 1.2106], [0.4515, -4.4601, 1.0492], [2.1797, -6.9863, -1.0321], [1.9343, -9.3548, 0.3590], [0.8203, -9.1301, -1.0171], [0.1761, -9.0879, 0.5937], [0.1763, -6.9010, -0.2469], [2.2690, -7.0361, 1.8388], [0.5830, -6.8294, 1.9992], [0.6679, -3.4535, 0.6829], [-0.0463, -4.3211, 2.0129], [-0.2437, -4.8820, 0.3209], [2.6306, -6.0866, -0.8665], [2.9669, -7.6212, -0.9250], [-4.6634, 0.0785, -8.2726], [-4.7082, 1.4280, -7.5437], [-3.3639, 1.7008, -6.8584], [-3.3150, 2.9579, -6.2135], [-3.5894, 2.8992, -4.8326], [-4.9213, 2.4760, -8.5244], [-5.6244, -0.2779, -8.6393], [-4.2905, -0.7079, -7.6074], [-3.9523, 0.1385, -9.0962], [-5.5219, 1.4059, -6.8084], [-2.5712, 1.6754, -7.6094], [-3.0837, 0.8919, -6.1748], [-4.5749, 2.4249, -4.7081], [-3.5979, 3.9011, -4.4156], [-2.9529, 2.1881, -4.2945], [-5.8981, 2.6206, -8.7481], [-4.5825, 3.3980, -8.2799], [0.1441, 3.1326, -5.3899], [0.2741, 4.6177, -5.0099], [-0.1822, 4.8967, -3.5677], [-0.0698, 6.2932, -3.3622], [-0.4472, 6.6858, -2.0810], [1.6757, 4.9684, -5.2425], [-0.9145, 2.8855, -5.5381], [0.5397, 2.4593, -4.6294], [0.5744, 2.9641, -6.3741], [-0.4216, 5.2040, -5.6147], [0.4919, 4.3900, -2.8675], [-1.2272, 4.5692, -3.4906], [-1.4415, 6.3397, -1.7773], [-0.2778, 7.7561, -1.9768], [0.2016, 6.2642, -1.2945], [1.7470, 5.9772, -5.1264], [2.2061, 4.5563, -4.4776], [3.9174, 0.6543, 8.3704], [3.0261, -0.5319, 8.7121], [2.0182, -0.8403, 7.6190], [1.3484, 0.3292, 7.1915], [0.2891, 0.0474, 6.3054], [3.8645, -1.7033, 9.0150], [4.8122, 0.6721, 8.9916], [3.4058, 1.6121, 8.4136], [4.2617, 0.4789, 7.3460], [2.4766, -0.2640, 9.6246], [1.3155, -1.5769, 8.0240], [2.5743, -1.2549, 6.7700], [0.5519, -0.6532, 5.5066], [-0.1458, 0.9541, 5.8915], [-0.4800, -0.4457, 6.9123], [4.2907, -1.5354, 9.9266], [3.2714, -2.4784, 9.3218], [5.4971, 1.1560, -3.6743], [4.0498, 1.3037, -4.1111], [3.5698, 0.1598, -5.0079], [4.0706, 0.3297, -6.3300], [4.2304, -0.9051, -7.0050], [3.2693, 1.4530, -2.8841], [5.8683, 2.0291, -3.1431], [6.1505, 1.0192, -4.5411], [5.6273, 0.2475, -3.0787], [3.9668, 2.2660, -4.6229], [2.4763, 0.1215, -5.0852], [3.8332, -0.7985, -4.5422], [4.3074, -0.6246, -8.0572], [3.3799, -1.5891, -6.9418], [5.1613, -1.3910, -6.7040], [3.3382, 0.6034, -2.3165], [2.2637, 1.5050, -3.0393], [2.3784, -2.2138, -1.9840], [3.5608, -2.5055, -1.0983], [3.6515, -1.4967, 0.0593], [3.5983, -0.1656, -0.3964], [3.7028, 0.7830, 0.6535], [3.4561, -3.8729, -0.5927], [1.4294, -2.3921, -1.4589], [2.2779, -2.8770, -2.8465], [2.3566, -1.1899, -2.3445], [4.4517, -2.4068, -1.7241], [4.6233, -1.7382, 0.5162], [2.8763, -1.6551, 0.8235], [2.7301, 0.8667, 1.1462], [4.0230, 1.7116, 0.1824], [4.5045, 0.4931, 1.3363], [2.5958, -4.0385, -0.0727], [4.2063, -3.9974, 0.0833], [-2.7603, -2.5404, 0.9500], [-4.1140, -3.2685, 0.9954], [-4.4739, -3.8645, 2.3474], [-3.5831, -4.8692, 2.7613], [-3.9494, -5.3302, 4.0544], [-5.1737, -2.2922, 0.6531], [-2.0043, -3.1027, 1.4985], [-2.8661, -1.5167, 1.3102], [-2.4340, -2.5101, -0.0919], [-4.1245, -4.1004, 0.2852], [-5.4698, -4.3271, 2.2646], [-4.5927, -3.0755, 3.1048], [-5.0081, -5.5916, 4.1089], [-3.8171, -4.4855, 4.7445], [-3.2930, -6.1217, 4.4006], [-6.0405, -2.8139, 0.5094], [-5.0071, -2.0331, -0.3209], [-1.3324, 3.9388, 2.9102], [-2.6015, 3.6912, 2.1029], [-2.4632, 4.3448, 0.7189], [-3.4980, 3.9276, -0.1757], [-3.3135, 4.3184, -1.5424], [-2.8934, 2.2567, 1.9094], [-1.1875, 5.0117, 3.0350], [-0.4450, 3.5721, 2.3884], [-1.3714, 3.3987, 3.8557], [-3.4917, 4.0466, 2.6314], [-1.5056, 4.0187, 0.3036], [-2.5214, 5.4270, 0.8385], [-3.1552, 5.3812, -1.7164], [-4.0956, 3.9724, -2.2142], [-2.4097, 3.7714, -1.8292], [-2.0038, 1.8157, 1.6519], [-2.9988, 1.8051, 2.8298]]
}

***

{
  "formula": "C2H7NO4",
  "method": "wB97M-V/def2-TZVPD",
  "e_homo_ev": -10.6,
  "smiles": "O=CNC=O.O.O",
  "total_charge": 0,
  "total_energy_ha": -436.1107,
  "orbital_gap_ev": 10.826,
  "max_force_ha_per_bohr": 0.07378,
  "relative_energy_kj_mol": 112.2,
  "mol_weight_g_mol": 109.08,
  "elements": ["O", "C", "N", "C", "O", "H", "H", "H", "H", "H", "O", "H", "H", "O"],
  "positions_angstrom": [[-1.9847, 2.7258, 0.8180], [-1.1289, 1.9398, 1.1264], [0.1021, 1.8807, 0.4268], [1.2600, 1.3772, 0.9857], [1.2628, 0.5691, 1.9305], [-1.1333, 1.1445, 1.8662], [0.2371, 2.6322, -0.2440], [2.2342, 1.4850, 0.3347], [0.5067, -1.2662, -3.6933], [-0.5244, -2.2098, -3.0084], [0.4063, -1.9749, -3.0228], [-0.3768, -2.2086, 0.2699], [-0.6054, -2.9724, 1.5469], [-0.2558, -3.1226, 0.6635]]
}

***

{
  "formula": "C36H41AsCoN5O2",
  "method": "wB97M-V/def2-TZVPD",
  "e_homo_ev": [-9.6, -9.6],
  "total_charge": 1,
  "total_energy_ha": -5439.1446,
  "multiplicity": 2,
  "orbital_gap_ev": [7.084, 7.080],
  "max_force_ha_per_bohr": 0.00887,
  "s_squared": 0.7932,
  "relative_energy_kj_mol": 0.0,
  "mol_weight_g_mol": 709.61,
  "elements": ["Co", "C", "N", "C", "C", "C", "C", "C", "C", "N", "C", "C", "C", "C", "C", "C", "N", "C", "C", "C", "C", "C", "N", "H", "H", "H", "H", "H", "H", "H", "H", "H", "H", "H", "H", "H", "H", "H", "H", "H", "H", "C", "C", "C", "C", "C", "C", "N", "C", "C", "C", "C", "C", "C", "C", "O", "O", "C", "C", "H", "H", "H", "H", "H", "H", "H", "H", "H", "H", "H", "H", "H", "H", "C", "As", "C", "C", "H", "H", "H", "H", "H", "H", "H", "H", "H"],
  "positions_angstrom": [[-1.8689, -0.8342, 0.7098], [-0.9281, -3.4555, 0.6227], [-1.5134, -2.6363, 1.7005], [-2.7930, -3.2202, 2.1590], [-3.8647, -2.1822, 2.3910], [-4.9495, -2.3822, 3.2285], [-5.9206, -1.3961, 3.2897], [-5.7734, -0.2485, 2.5238], [-4.6497, -0.1219, 1.7267], [-3.7211, -1.0785, 1.6653], [-0.6055, -2.3042, 2.8047], [-0.8686, -0.9110, 3.3248], [-0.6968, -0.5664, 4.6504], [-0.8206, 0.7668, 5.0170], [-1.1059, 1.7051, 4.0427], [-1.2985, 1.2765, 2.7380], [-1.1895, -0.0036, 2.3851], [-1.7181, -3.2364, -0.6432], [-1.8424, -4.1780, -1.6474], [-2.4787, -3.8185, -2.8248], [-2.9756, -2.5312, -2.9633], [-2.8389, -1.6514, -1.9052], [-2.2349, -2.0062, -0.7698], [-0.8703, -4.5190, 0.8783], [0.0837, -3.0913, 0.4286], [-2.6379, -3.8350, 3.0509], [-3.1546, -3.8878, 1.3737], [-5.0318, -3.2888, 3.8127], [-6.7829, -1.5185, 3.9311], [-6.5100, 0.5414, 2.5486], [-4.4575, 0.7544, 1.1206], [0.4144, -2.3246, 2.4132], [-0.6592, -3.0366, 3.6161], [-0.4572, -1.3289, 5.3786], [-0.6934, 1.0644, 6.0489], [-1.1998, 2.7556, 4.2754], [-1.5648, 1.9733, 1.9545], [-1.4271, -5.1676, -1.5144], [-2.5778, -4.5348, -3.6292], [-3.4668, -2.2073, -3.8689], [-3.2074, -0.6343, -1.9387], [5.9910, 3.1524, 0.1123], [5.0593, 2.7188, -0.9845], [5.5520, 2.5289, -2.2704], [4.7211, 2.1430, -3.3103], [3.3726, 1.9548, -3.0670], [2.8659, 2.1346, -1.7856], [1.4782, 1.8973, -1.5715], [0.5887, 2.8815, -1.2496], [0.9355, 4.2337, -1.4360], [0.0349, 5.2383, -1.1697], [-1.2542, 4.9527, -0.7167], [-1.6069, 3.6356, -0.5330], [-0.7095, 2.5875, -0.7734], [-1.1567, 1.2149, -0.4602], [-2.3533, 1.0029, -0.0773], [-0.3509, 0.2351, -0.4891], [3.6978, 2.5067, -0.7273], [3.1457, 2.6770, 0.6602], [7.0108, 3.2332, -0.2591], [5.9934, 2.4463, 0.9448], [5.7048, 4.1240, 0.5199], [6.6066, 2.6899, -2.4560], [5.1209, 2.0069, -4.3061], [2.6896, 1.6844, -3.8615], [1.1738, 0.9543, -1.3691], [1.9217, 4.4731, -1.8097], [0.3363, 6.2657, -1.3295], [-1.9601, 5.7476, -0.5231], [-2.5993, 3.3739, -0.1911], [2.2095, 2.1315, 0.7786], [2.9418, 3.7273, 0.8845], [3.8498, 2.3175, 1.4097], [1.2660, -1.0372, -3.5309], [1.4628, -2.2265, -1.9879], [2.5740, -3.5629, -2.8974], [2.9234, -1.3199, -1.0372], [2.2348, -0.6373, -3.8290], [0.5878, -0.2150, -3.3057], [0.8510, -1.6201, -4.3535], [3.4234, -3.0963, -3.3950], [1.9730, -4.0876, -3.6394], [2.9403, -4.2877, -2.1713], [3.5412, -0.7317, -1.7146], [3.5422, -2.0840, -0.5663], [2.5261, -0.6656, -0.2610]]
}